No. 1
ORCA calculation (ωB97M-V/def2-TZVPD) on a single C22H24N4O2 molecule.

The geometry in ORCA input format:
```
! wB97M-V def2-TZVPD RIJCOSX def2/J DEFGRID3
* xyz 0 1
C 9.049 -0.666 0.711
C 7.561 -0.645 0.624
N 6.907 0.183 1.432
C 5.590 0.189 1.365
C 4.879 -0.631 0.492
C 3.380 -0.616 0.433
N 2.890 0.750 0.424
C 3.209 1.484 -0.787
C 2.332 1.098 -1.984
C 0.859 1.270 -1.625
C 0.525 0.474 -0.355
C -0.903 0.801 0.059
O -1.192 1.835 0.618
N -1.800 -0.166 -0.291
C -3.188 -0.187 -0.115
C -3.892 0.838 0.511
C -5.262 0.748 0.646
C -5.968 -0.358 0.168
C -7.406 -0.432 0.319
C -8.316 -1.392 -0.055
C -9.584 -0.923 0.352
C -9.362 0.283 0.943
O -8.057 0.587 0.929
C -5.253 -1.382 -0.455
C -3.885 -1.297 -0.594
C 1.495 0.896 0.766
C 5.663 -1.449 -0.313
N 6.983 -1.459 -0.250
H 9.358 -1.481 1.365
H 9.407 0.269 1.129
H 9.476 -0.840 -0.272
H 5.074 0.878 2.021
H 3.050 -1.216 -0.432
H 2.992 -1.098 1.338
H 4.264 1.324 -1.022
H 3.066 2.546 -0.567
H 2.586 1.727 -2.838
H 2.526 0.060 -2.268
H 0.224 0.945 -2.453
H 0.651 2.325 -1.433
H 0.634 -0.598 -0.553
H -1.435 -0.981 -0.765
H -3.361 1.697 0.884
H -5.803 1.546 1.131
H -8.113 -2.316 -0.556
H -10.526 -1.415 0.222
H -10.026 0.994 1.394
H -5.773 -2.248 -0.833
H -3.345 -2.098 -1.080
H 1.291 0.319 1.671
H 1.309 1.950 0.991
H 5.221 -2.122 -1.039
*
```

The orbital gap is 8.15 eV. As for the total energy: -33259.3507 eV. The value obtained for the molar mass is 376.5 g mol⁻¹. The value obtained for the largest force on an atom is 1.2 eV Å⁻¹. As for the LUMO energy: 0.45 eV. The relative energy (zero: lowest compared OMol25 entry of this formula, charge and spin) comes out at 48.0 kcal per mole.



No. 2
ORCA calculation (ωB97M-V/def2-TZVPD) on 2 unconnected molecules or ions with the total composition C4H6N2O.

The geometry in ORCA input format:
```
! wB97M-V def2-TZVPD RIJCOSX def2/J DEFGRID3
* xyz 0 1
C -0.837 -0.116 0.860
C 0.241 0.540 -0.157
C 1.534 0.386 0.426
C 0.351 -0.328 -1.310
H -2.862 -0.791 0.127
H -0.882 -1.234 0.528
H -0.628 0.047 2.109
H -0.130 1.601 -0.507
H 1.867 0.946 1.261
H -0.423 -0.219 -2.187
N 2.243 -0.470 -0.164
N 1.456 -0.954 -1.352
O -1.932 0.590 0.365
*
```

The orbital gap is 8.06 eV. As for the total energy: -9265.6264 eV. The value obtained for the molar mass is 98.1 g mol⁻¹. The value obtained for the largest force on an atom is 6.7 eV Å⁻¹. As for the LUMO energy: -2.01 eV. The relative energy (zero: lowest compared OMol25 entry of this formula, charge and spin) comes out at 181.6 kcal per mole.



No. 3
ORCA calculation (ωB97M-V/def2-TZVPD) on a single C5H6N2O2 molecule.

The geometry in ORCA input format:
```
! wB97M-V def2-TZVPD RIJCOSX def2/J DEFGRID3
* xyz 0 1
H -2.158 1.561 -0.290
N -2.212 1.633 0.723
C -1.105 1.298 1.289
O -1.219 1.190 2.610
C -0.153 0.328 0.736
C 0.700 -0.587 1.270
N 1.401 -1.184 0.243
C 0.907 -0.678 -0.849
C 1.273 -0.953 -2.257
O -0.073 0.210 -0.616
H -2.277 1.111 2.675
H 0.825 -0.868 2.312
H 1.577 -0.025 -2.760
H 2.100 -1.669 -2.285
H 0.412 -1.367 -2.800
*
```

The orbital gap is 9.44 eV. As for the total energy: -12356.3684 eV. The value obtained for the molar mass is 126.1 g mol⁻¹. The value obtained for the largest force on an atom is 4.2 eV Å⁻¹. As for the LUMO energy: 0.24 eV. The relative energy (zero: lowest compared OMol25 entry of this formula, charge and spin) comes out at 28.9 kcal per mole.



No. 4
ORCA calculation (ωB97M-V/def2-TZVPD) on 2 unconnected molecules or ions with the total composition C5H17N2O.

The geometry in ORCA input format:
```
! wB97M-V def2-TZVPD RIJCOSX def2/J DEFGRID3
* xyz 1 1
N 0.457 0.662 -1.895
C 0.331 1.905 -1.160
C -0.990 2.099 -0.072
N -1.357 0.587 0.225
C -0.793 0.055 1.545
C 0.097 -1.249 1.306
C -0.903 -2.277 0.778
H -0.346 -0.077 -1.442
H 0.156 0.837 -2.864
H 1.273 0.181 -1.951
H 1.153 1.867 -0.443
H 0.364 2.781 -1.897
H -0.640 2.624 0.829
H -1.733 2.689 -0.470
H -2.324 0.359 0.086
H -1.539 -0.121 2.187
H -0.181 0.734 2.087
H 0.422 -1.719 2.335
H 1.111 -1.247 0.832
H -1.723 -2.508 1.503
H -0.285 -3.249 0.662
H -1.343 -1.980 -0.162
H 2.663 -1.671 -1.002
H 3.446 -0.505 -0.297
O 2.684 -0.776 -0.721
*
```

The orbital gap is 10.37 eV. As for the total energy: -10479.9140 eV. The value obtained for the molar mass is 121.2 g mol⁻¹. The value obtained for the largest force on an atom is 7.4 eV Å⁻¹. As for the LUMO energy: -2.94 eV. The relative energy (zero: lowest compared OMol25 entry of this formula, charge and spin) comes out at 69.7 kcal per mole.



No. 5
ORCA calculation (ωB97M-V/def2-TZVPD) on a single C4H6N2O2 molecule.

The geometry in ORCA input format:
```
! wB97M-V def2-TZVPD RIJCOSX def2/J DEFGRID3
* xyz 0 1
C 0.826 -2.078 -0.324
C 0.424 -0.851 -0.124
C -0.283 0.195 0.608
C -1.689 0.262 0.092
O -2.650 0.386 0.817
O -1.764 0.460 -1.240
N 0.828 0.593 -0.276
N 1.772 1.455 0.199
H 0.169 -2.916 -0.155
H 1.777 -2.283 -0.790
H -0.221 0.218 1.693
H -2.687 0.628 -1.484
H 1.763 1.559 1.216
H 1.736 2.373 -0.232
*
```

The orbital gap is 9.77 eV. As for the total energy: -11316.7253 eV. The value obtained for the molar mass is 114.1 g mol⁻¹. The value obtained for the largest force on an atom is 4.5 eV Å⁻¹. As for the LUMO energy: 0.76 eV. The relative energy (zero: lowest compared OMol25 entry of this formula, charge and spin) comes out at 99.5 kcal per mole.



No. 6
ORCA calculation (ωB97M-V/def2-TZVPD) on a molecular structure, C3H14EuNS.

The geometry in ORCA input format:
```
! wB97M-V def2-TZVPD RIJCOSX def2/J DEFGRID3
* xyz -1 8
C 1.186 -2.452 -1.481
Eu -2.360 -0.552 1.434
N -2.854 0.057 -0.860
H 0.322 -1.536 -2.234
H -3.906 0.127 -0.837
H 0.408 -2.460 -2.353
H 1.867 -3.322 -1.692
H 0.599 -2.695 -0.620
H 1.892 -1.654 -1.278
H -2.512 1.014 -0.719
H -2.599 -0.254 -1.785
C 0.108 1.877 2.472
S 0.000 0.864 0.973
C 1.603 1.145 0.280
H -0.814 1.753 3.082
H 0.234 2.940 2.171
H 1.001 1.534 3.033
H 1.783 2.220 0.148
H 2.362 0.746 0.963
H 1.680 0.649 -0.696
*
```

The orbital gap (alpha / beta) is 3.20 / 3.31 eV. As for the total energy: -34983.8311 eV. The value obtained for the molar mass is 248.2 g mol⁻¹. The value obtained for the largest force on an atom is 4.9 eV Å⁻¹. As for the LUMO energy (alpha / beta): 2.61 / 2.61 eV. As for the expectation value of S²: 15.770.



Please write out number 1 again, unchanged.
ORCA calculation (ωB97M-V/def2-TZVPD) on a single C22H24N4O2 molecule.

The geometry in ORCA input format:
```
! wB97M-V def2-TZVPD RIJCOSX def2/J DEFGRID3
* xyz 0 1
C 9.049 -0.666 0.711
C 7.561 -0.645 0.624
N 6.907 0.183 1.432
C 5.590 0.189 1.365
C 4.879 -0.631 0.492
C 3.380 -0.616 0.433
N 2.890 0.750 0.424
C 3.209 1.484 -0.787
C 2.332 1.098 -1.984
C 0.859 1.270 -1.625
C 0.525 0.474 -0.355
C -0.903 0.801 0.059
O -1.192 1.835 0.618
N -1.800 -0.166 -0.291
C -3.188 -0.187 -0.115
C -3.892 0.838 0.511
C -5.262 0.748 0.646
C -5.968 -0.358 0.168
C -7.406 -0.432 0.319
C -8.316 -1.392 -0.055
C -9.584 -0.923 0.352
C -9.362 0.283 0.943
O -8.057 0.587 0.929
C -5.253 -1.382 -0.455
C -3.885 -1.297 -0.594
C 1.495 0.896 0.766
C 5.663 -1.449 -0.313
N 6.983 -1.459 -0.250
H 9.358 -1.481 1.365
H 9.407 0.269 1.129
H 9.476 -0.840 -0.272
H 5.074 0.878 2.021
H 3.050 -1.216 -0.432
H 2.992 -1.098 1.338
H 4.264 1.324 -1.022
H 3.066 2.546 -0.567
H 2.586 1.727 -2.838
H 2.526 0.060 -2.268
H 0.224 0.945 -2.453
H 0.651 2.325 -1.433
H 0.634 -0.598 -0.553
H -1.435 -0.981 -0.765
H -3.361 1.697 0.884
H -5.803 1.546 1.131
H -8.113 -2.316 -0.556
H -10.526 -1.415 0.222
H -10.026 0.994 1.394
H -5.773 -2.248 -0.833
H -3.345 -2.098 -1.080
H 1.291 0.319 1.671
H 1.309 1.950 0.991
H 5.221 -2.122 -1.039
*
```

The orbital gap is 8.15 eV. As for the total energy: -33259.3507 eV. The value obtained for the molar mass is 376.5 g mol⁻¹. The value obtained for the largest force on an atom is 1.2 eV Å⁻¹. As for the LUMO energy: 0.45 eV. The relative energy (zero: lowest compared OMol25 entry of this formula, charge and spin) comes out at 48.0 kcal per mole.